Record 1
ORCA calculation (the ωB97M-V functional and the def2-TZVPD basis) on a structure of composition C4H6NO2.

Properties
relative energy (zero: lowest compared OMol25 entry of this formula, charge and spin): 537.4 kJ/mol
LUMO: -6.15 eV
HOMO level: -16.0 eV
HOMO-LUMO gap: 9.812 eV

ORCA input file:
```
! RIJCOSX wB97M-V def2-TZVPD def2/J DEFGRID3
* xyz 1 1
C 1.7643 -1.6312 -0.4221
C 1.1491 -0.3377 -0.5347
C 0.9101 -2.3788 0.2424
C -1.8695 1.3493 -0.3251
N -0.0301 -0.5368 -0.0153
O -0.2242 -1.6882 0.4509
O -0.9664 0.8564 0.4593
H 2.6814 -2.0835 -0.8064
H 1.3496 0.5945 -0.9123
H 0.8192 -3.4603 0.6342
H -2.0369 2.2676 0.3737
H -2.8612 0.8088 -0.3368
H -1.5112 1.7140 -1.2820
*
```



Record 2
ORCA calculation (the ωB97M-V functional and the def2-TZVPD basis) on a structure of composition C47H39LaN12OS2.

Properties
relative energy (zero: lowest compared OMol25 entry of this formula, charge and spin): 331.2 kJ/mol
LUMO: -5.56 eV
HOMO level: -11.9 eV
HOMO-LUMO gap: 6.295 eV

ORCA input file:
```
! RIJCOSX wB97M-V def2-TZVPD def2/J DEFGRID3
* xyz 2 1
La 0.8479 0.4578 -0.2363
N -0.6051 -2.9544 3.0120
C -0.2476 -2.0745 2.0457
S -0.4535 -0.4561 2.2951
N 0.3677 -2.7098 1.0156
N 0.8750 -2.0767 -0.0459
C 1.3723 -2.9815 -0.9552
C 1.2395 -4.4321 -0.6553
C 0.6612 -5.2549 -1.5863
C 0.5169 -6.6283 -1.2697
C 1.1682 -7.0852 -0.1013
C 1.8743 -6.2677 0.7501
C 1.8099 -4.9129 0.5416
C 1.8694 -2.5014 -2.1642
C 2.4822 -3.3730 -3.0966
C 3.1533 -2.8245 -4.1975
C 3.0393 -1.4595 -4.4365
C 2.3318 -0.6288 -3.5423
N 1.8349 -1.1641 -2.4004
H -1.1900 -2.5626 3.7627
H -0.3383 -3.8935 2.9108
H 0.1280 -4.8076 -2.4199
H -0.0877 -7.3354 -1.8504
H 1.2236 -8.1594 0.0863
H 2.4491 -6.7486 1.5702
H 2.2547 -4.2728 1.2805
H 2.4202 -4.4523 -3.0481
H 3.9206 -3.3001 -4.7994
H 3.3559 -1.0465 -5.3910
H 2.2863 0.4851 -3.6856
S 3.2128 2.6180 7.3216
N 3.5970 1.2789 6.4288
C 2.8831 1.4338 5.3004
C 3.0889 0.6378 4.0820
C 3.7503 -0.5208 4.1336
C 4.0071 -1.2339 2.9570
C 3.4250 -0.7620 1.7795
N 2.6535 0.3222 1.7116
C 2.5551 1.1093 2.7987
C 1.7209 2.2663 2.7416
N 0.9917 2.4867 1.6080
C 0.3102 3.6481 1.5536
C 0.1637 4.4858 2.6314
C 0.8113 4.2314 3.7891
C 1.5083 3.0234 3.9442
C 2.1334 2.6532 5.2252
N 2.2562 3.4498 6.3322
H 4.0586 -0.8728 5.1330
H 4.7248 -2.0519 2.8506
H 3.4553 -1.4875 0.9175
H -0.0771 3.9414 0.5875
H -0.4621 5.4299 2.5271
H 0.8444 4.8065 4.6661
C -1.5548 4.0857 -2.4234
C -1.1541 2.8905 -1.8131
N 0.1332 2.5594 -1.6458
C 1.0668 3.4269 -2.1554
C 0.7824 4.6124 -2.8046
C -0.6084 4.9179 -2.9787
C 1.7245 5.4021 -3.5023
C 3.0262 4.9903 -3.5846
C 3.4068 3.7770 -2.9350
C 4.6482 3.1532 -3.2095
C 5.0055 1.9796 -2.5524
C 4.1569 1.6438 -1.4955
N 2.8351 1.9277 -1.4307
C 2.4744 3.0248 -2.1266
H -2.6166 4.3100 -2.4452
H -1.9333 2.1305 -1.5009
H -0.9323 5.7856 -3.5280
H 1.3283 6.2836 -3.9787
H 3.8372 5.5623 -4.0841
H 5.3675 3.6386 -3.8331
H 5.8385 1.3503 -2.8583
H 4.5407 1.0056 -0.6715
C -7.8829 -1.0834 1.5207
C -6.4290 -0.8939 1.9742
N -5.5429 -0.5346 0.8528
C -5.4683 0.8258 0.2430
C -6.6267 1.7570 0.5826
C -4.9467 -1.5707 0.1600
O -5.4508 -2.7261 0.1290
C -3.5778 -1.2921 -0.4329
C -3.1178 -2.2781 -1.3681
C -2.1209 -1.9764 -2.2239
C -1.3900 -0.7489 -1.9846
N -1.6761 0.0385 -0.9619
C -2.7003 -0.2842 -0.1215
H -8.2774 -1.8808 2.1670
H -8.1509 -1.2513 0.4458
H -8.5337 -0.2067 1.8301
H -6.0169 -1.7911 2.3230
H -6.3701 -0.1532 2.7790
H -5.3839 0.6562 -0.8808
H -4.5289 1.3526 0.5588
H -7.5751 1.3164 0.3036
H -6.5321 2.6945 0.0314
H -6.5384 2.0626 1.6221
H -3.6560 -3.2579 -1.4532
H -1.7458 -2.5877 -3.1053
H -0.6472 -0.3825 -2.6638
H -2.6585 0.2659 0.8208
*
```



Record 3
ORCA calculation (the ωB97M-V functional and the def2-TZVPD basis) on a structure of composition C15H16N4O5Y.

Properties
LUMO: 2.47 eV
HOMO level: -5.3 eV
HOMO-LUMO gap: 7.823 eV

ORCA input file:
```
! RIJCOSX wB97M-V def2-TZVPD def2/J DEFGRID3
* xyz -1 1
Y -0.8110 0.5807 -0.8538
N 1.8020 1.0045 -1.1870
C 2.0399 2.3806 -1.6693
C 0.7798 3.2737 -1.7045
O 0.9457 4.4859 -1.8685
N -0.3581 2.5982 -1.5957
C -1.6059 3.3357 -1.7847
C -2.7511 2.3856 -2.2047
O -3.7507 2.8575 -2.7231
O -2.5633 1.1244 -1.9545
H 2.0978 0.9008 -0.2218
H 2.3481 0.3336 -1.7086
H 2.4018 2.3454 -2.6980
H 2.7922 2.9058 -1.0787
H -1.4960 4.1173 -2.5362
H -1.9291 3.8233 -0.8570
C -0.4511 -4.4304 -2.0421
C -0.5624 -4.0493 -0.7128
C -0.6881 -2.7055 -0.3804
C -0.6991 -1.6718 -1.3356
C -0.5914 -2.1136 -2.6682
C -0.4714 -3.4517 -3.0243
H -0.3527 -5.4766 -2.3083
H -0.5496 -4.8036 0.0679
H -0.7744 -2.4614 0.6782
H -0.6119 -1.3786 -3.4732
H -0.3979 -3.7317 -4.0706
C 1.8959 -1.2043 4.2184
N 0.9018 -0.4386 3.4909
C -0.1615 0.1381 4.1139
C -1.1215 0.7942 3.4368
C -1.0211 0.8145 1.9949
O -1.9275 1.2497 1.2456
N 0.0991 0.3252 1.4100
C 1.0867 -0.2880 2.0965
O 2.1355 -0.6801 1.5985
H 1.7790 -1.0307 5.2862
H 2.8910 -0.9021 3.8999
H 1.7879 -2.2696 4.0074
H -0.1790 0.0446 5.1925
H -1.9586 1.2683 3.9240
*
```



Record 4
ORCA calculation (the ωB97M-V functional and the def2-TZVPD basis) on a cluster of 2 separate species, CH2FIO2S in total.

Properties
relative energy (zero: lowest compared OMol25 entry of this formula, charge and spin): 232.8 kJ/mol
LUMO (spin up / spin down): -0.85 / -3.79 eV
HOMO level (spin up / spin down): -10.3 / -8.6 eV
HOMO-LUMO gap (spin up / spin down): 9.480 / 4.790 eV

ORCA input file:
```
! RIJCOSX wB97M-V def2-TZVPD def2/J DEFGRID3
* xyz 0 1
C 1.6069 -0.7112 0.3944
O -0.4374 0.7822 0.1915
O -1.8339 2.1661 -1.1350
F 1.6170 -1.6208 -0.5789
S -1.8139 1.2944 -0.0084
I -3.1867 -0.7289 -0.5971
H 2.5194 -0.0158 0.3179
H 1.5285 -1.1659 1.4157
*
```



Record 5
ORCA calculation (the ωB97M-V functional and the def2-TZVPD basis) on a structure of composition C4H16CuN3S.

Properties
relative energy (zero: lowest compared OMol25 entry of this formula, charge and spin): 92.0 kJ/mol
LUMO (spin up / spin down): 3.39 / 3.29 eV
<S²>: 0.76
HOMO level (spin up / spin down): -0.1 / -2.2 eV
HOMO-LUMO gap (spin up / spin down): 3.490 / 5.471 eV

ORCA input file:
```
! RIJCOSX wB97M-V def2-TZVPD def2/J DEFGRID3
* xyz -1 2
C 2.0192 -3.9003 0.6931
Cu 1.6022 -0.9297 0.3606
N 1.6900 1.1308 0.3139
H 2.8791 -0.8801 -0.5387
H 1.3143 1.4765 -0.5813
H 2.3884 -2.9280 1.0494
H 2.8351 -4.5660 0.3781
H 1.3317 -3.7607 -0.1614
H 1.6644 -4.4435 1.6694
H 1.1750 1.6156 1.0616
H 2.6690 1.4502 0.3651
C -1.2848 2.1508 -1.6989
N -1.2567 0.7039 -1.6474
C -1.0717 -0.0818 -0.4637
S -0.4233 -1.5701 -0.6321
N -1.3882 0.3700 0.8596
C -2.3268 1.4228 1.1883
H -1.0888 2.6181 -0.7159
H -2.2553 2.4950 -2.1128
H -0.4697 2.5009 -2.3666
H -1.2264 0.2207 -2.5582
H -1.0074 -0.1620 1.6569
H -3.1172 1.0079 1.8475
H -1.8017 2.2358 1.7325
H -2.8504 1.8231 0.3008
*
```



Record 6
ORCA calculation (the ωB97M-V functional and the def2-TZVPD basis) on a structure of composition C15H22Br4N2O2.

Properties
relative energy (zero: lowest compared OMol25 entry of this formula, charge and spin): 18.5 kJ/mol
LUMO: 0.30 eV
HOMO level: -9.5 eV
HOMO-LUMO gap: 9.826 eV

ORCA input file:
```
! RIJCOSX wB97M-V def2-TZVPD def2/J DEFGRID3
* xyz 0 1
C -1.5730 3.4302 -0.2191
H -2.6332 3.2041 -0.3107
H -1.3948 4.4105 -0.6523
H -1.0065 2.7040 -0.7957
C -1.1445 3.4273 1.2478
C -1.9207 4.5063 2.0083
H -1.6730 5.4914 1.6222
H -1.6777 4.4817 3.0681
H -2.9917 4.3556 1.8966
C 0.3523 3.7677 1.3670
N 1.2416 2.7838 0.8003
C 2.0202 3.0731 -0.2503
O 1.9803 4.1181 -0.8693
C 3.0396 1.9932 -0.6052
C 2.6620 1.0225 -1.6787
C 3.5993 2.1337 -2.0004
H 4.6345 1.8851 -2.1874
H 3.2306 2.9699 -2.5811
Br 3.3913 -0.7693 -1.6511
Br 0.8657 1.0133 -2.3662
C 3.8952 1.5386 0.5531
H 4.7667 0.9902 0.2005
H 3.3264 0.8892 1.2184
H 4.2392 2.4029 1.1181
H 1.2360 1.8529 1.2103
H 0.6048 3.8937 2.4262
H 0.5528 4.7049 0.8421
C -1.4414 2.0609 1.9128
N -1.4395 0.9224 1.0211
C -0.4890 -0.0227 1.0121
O 0.5907 0.1302 1.5648
C -0.8227 -1.3228 0.3087
C -2.0920 -2.0457 0.7062
C -1.9843 -1.4480 -0.6534
H -1.8433 -2.1236 -1.4864
H -2.5943 -0.5939 -0.9115
Br -3.3316 -1.2745 1.9751
Br -2.1291 -3.9685 0.8998
C 0.4142 -2.1367 0.0041
H 0.8618 -1.7721 -0.9165
H 1.1375 -2.0290 0.8094
H 0.1892 -3.1905 -0.1296
H -2.2685 0.8125 0.4619
H -0.7076 1.8620 2.6975
H -2.4331 2.0964 2.3734
*
```



Record 7
ORCA calculation (the ωB97M-V functional and the def2-TZVPD basis) on the molecule C4H4O.

Properties
relative energy (zero: lowest compared OMol25 entry of this formula, charge and spin): 495.7 kJ/mol
LUMO: -0.20 eV
HOMO level: -8.1 eV
HOMO-LUMO gap: 7.906 eV

ORCA input file:
```
! RIJCOSX wB97M-V def2-TZVPD def2/J DEFGRID3
* xyz 0 1
C -0.9185 1.4977 -0.2632
C -0.3937 0.3598 0.2872
C 1.2202 -0.1300 -0.0683
C 0.1168 -0.9034 -0.5664
O 2.2573 0.3060 0.1909
H -1.4900 1.9948 0.5901
H -0.8006 0.0159 1.2682
H -0.0057 -1.7745 0.0845
H 0.0142 -1.3664 -1.5231
*
```



Record 8
ORCA calculation (the ωB97M-V functional and the def2-TZVPD basis) on the molecule C5H10N2O.

Properties
relative energy (zero: lowest compared OMol25 entry of this formula, charge and spin): 424.1 kJ/mol
LUMO: 0.60 eV
SMILES: C=CN(N)CCC=O
HOMO level: -8.3 eV
HOMO-LUMO gap: 8.872 eV

ORCA input file:
```
! RIJCOSX wB97M-V def2-TZVPD def2/J DEFGRID3
* xyz 0 1
C -1.1303 1.8292 -0.9642
C -0.6914 0.7001 -0.4317
N 0.0651 0.5032 0.7133
N -0.2412 1.3201 1.8121
C 0.4318 -0.9005 0.9967
C 0.5113 -1.6968 -0.3096
C 0.7147 -0.6039 -1.6224
O 0.4016 -0.8299 -2.7579
H -1.0363 2.7680 -0.4411
H -1.6057 1.8161 -1.9309
H -0.8129 -0.4106 -0.8482
H 0.6026 1.4926 2.3489
H -0.9310 0.8770 2.4228
H -0.3093 -1.3585 1.6729
H 1.3982 -0.8746 1.5105
H -0.3521 -2.3383 -0.4865
H 1.4117 -2.3074 -0.3533
H 1.5734 0.0140 -1.3313
*
```